# 1
{"formula": "C2H3NO2S2", "method": "ωB97M-V/def2-TZVPD", "species": ["N", "C", "O", "H", "O", "S", "C", "S", "H", "H"], "coordinates": [[0.53, 2.15, -0.50], [1.49, 1.83, 0.14], [2.39, 1.42, 0.74], [0.43, 3.14, -0.70], [-0.68, -1.86, 2.04], [0.83, -1.47, 1.48], [0.48, -0.79, -0.06], [-1.05, -0.72, -0.53], [-1.37, -1.59, 1.44], [1.34, -0.32, -0.54]], "nbo_charge": [-0.768, 0.851, -0.505, 0.421, -0.851, 0.717, -0.586, 0.001, 0.491, 0.229], "homo_lumo_gap_ev": [8.63, 8.63], "smiles": "N=C=O.OSC=S"}

***

# 2
{"formula": "C2H3NO2S2", "method": "ωB97M-V/def2-TZVPD", "species": ["C", "C", "N", "O", "O", "S", "S", "H", "H", "H"], "coordinates": [[0.09, 0.65, -0.75], [0.02, -0.18, 0.29], [-0.70, 0.09, 1.53], [-0.98, 1.26, 1.67], [-0.80, -0.78, 2.36], [1.23, 0.47, -2.15], [0.95, -1.80, 0.36], [-0.46, 1.54, -0.86], [0.65, 1.42, -2.87], [-0.01, -2.67, 0.42]], "nbo_charge": [-0.246, -0.116, 0.504, -0.382, -0.349, 0.078, -0.002, 0.245, 0.128, 0.140], "homo_lumo_gap_ev": 8.83}

***

# 3
{"formula": "C2H3NO3", "method": "ωB97M-V/def2-TZVPD", "species": ["C", "C", "N", "O", "O", "O", "H", "H", "H"], "coordinates": [[-0.57, 1.25, 0.67], [-0.59, 0.21, -0.37], [0.97, -1.67, 0.10], [0.36, 2.11, 0.64], [1.25, -2.32, -1.00], [-1.52, 1.27, 1.51], [-0.07, 0.43, -1.30], [-1.48, -0.40, -0.47], [1.65, -0.89, 0.22]], "nbo_charge": [0.664, -0.495, -0.338, -0.845, -0.677, -0.845, 0.148, 0.148, 0.239], "total_charge": -2, "homo_lumo_gap_ev": [5.63, 6.17]}

***

# 4
{"formula": "C2H3NO3", "method": "ωB97M-V/def2-TZVPD", "species": ["O", "C", "N", "C", "O", "O", "H", "H", "H"], "coordinates": [[0.32, -1.32, 1.90], [0.51, -0.84, 0.82], [-0.55, -0.47, -0.05], [-0.12, 0.60, -1.07], [-0.18, 1.81, -0.53], [0.54, 0.11, -1.90], [1.45, -0.94, 0.25], [-1.54, -0.63, 0.18], [-0.44, 1.69, 0.40]], "nbo_charge": [-0.242, 0.460, -0.384, 0.895, -0.570, -0.348, 0.211, 0.458, 0.518], "total_charge": 1, "homo_lumo_gap_ev": [12.73, 6.92], "spin_multiplicity": 2}

***

# 5
{"formula": "C2H3NO3P", "method": "ωB97M-V/def2-TZVPD", "species": ["N", "C", "C", "O", "O", "P", "O", "H", "H", "H"], "coordinates": [[-2.56, -1.25, 0.22], [-1.44, -0.72, 0.01], [-0.20, -0.18, 0.21], [-0.42, 1.13, 0.67], [1.00, -0.64, 0.00], [2.86, 0.07, 0.10], [3.59, -1.20, 0.18], [-2.66, -1.41, 1.21], [0.28, 1.83, 0.55], [2.82, 0.53, -1.32]], "nbo_charge": [-0.681, 0.142, 0.509, -0.751, -0.782, 1.130, -1.135, 0.308, 0.484, -0.223], "total_charge": -1, "homo_lumo_gap_ev": 7.11, "smiles": "N=C=C(O)OP[O-]"}

***

# 6
{"formula": "C2H3NO3S", "method": "ωB97M-V/def2-TZVPD", "species": ["C", "C", "N", "O", "O", "O", "S", "H", "H", "H"], "coordinates": [[0.61, -0.38, 0.84], [-0.58, 0.01, 0.04], [0.50, -0.95, 1.93], [-1.13, 1.25, 2.26], [-3.07, 0.16, 1.09], [-1.36, -1.26, 2.15], [-1.68, 0.16, 1.47], [1.72, -0.14, 0.68], [-0.60, 0.86, -0.44], [-0.91, -0.85, -0.58]], "nbo_charge": [0.020, -0.695, 0.016, -0.923, -0.897, -0.655, 2.323, 0.281, 0.253, 0.276], "homo_lumo_gap_ev": [9.51, 9.51]}

***

# 7
{"formula": "C2H3NO4", "method": "ωB97M-V/def2-TZVPD", "species": ["O", "C", "C", "N", "O", "O", "O", "H", "H", "H"], "coordinates": [[1.02, -1.39, 0.00], [0.73, -0.22, 0.00], [-0.60, 0.40, 0.00], [-1.62, -0.35, 0.00], [-2.84, 0.26, 0.00], [1.66, 0.75, 0.00], [2.96, 0.24, 0.00], [-0.64, 1.49, 0.00], [-3.49, -0.46, 0.00], [2.82, -0.73, 0.00]], "nbo_charge": [-0.579, 0.707, -0.111, -0.032, -0.524, -0.231, -0.404, 0.205, 0.488, 0.480], "homo_lumo_gap_ev": 10.81, "smiles": "O=C(/C=N/O)OO"}

***

# 8
{"formula": "C2H3NO4S", "method": "ωB97M-V/def2-TZVPD", "species": ["O", "S", "O", "O", "C", "C", "N", "O", "H", "H", "H"], "coordinates": [[0.16, -0.99, 2.92], [1.22, -1.04, 1.83], [1.99, -2.29, 1.73], [2.09, 0.15, 1.92], [0.18, -0.92, 0.22], [0.44, -2.06, -0.71], [0.66, -0.61, -1.08], [-0.23, 0.08, -1.95], [-0.81, -0.65, 0.65], [1.27, -2.64, -0.42], [-0.43, -2.59, -1.10]], "nbo_charge": [-1.064, 2.291, -1.048, -1.051, -0.322, -0.348, -0.159, -0.850, 0.197, 0.205, 0.151], "total_charge": -2, "homo_lumo_gap_ev": 5.41, "smiles": "O=S(=O)([O-])[C@@H]1CN1[O-]"}

***

# 9
{"formula": "C2H3NOS", "method": "ωB97M-V/def2-TZVPD", "species": ["C", "N", "S", "C", "O", "H", "H", "H"], "coordinates": [[0.88, -0.85, 2.16], [0.38, -0.82, 0.95], [0.31, 0.64, 0.00], [-0.73, -0.09, -1.22], [-1.24, 0.52, -2.10], [1.49, -0.08, 2.64], [0.72, -1.77, 2.83], [-0.80, -1.26, -1.04]], "nbo_charge": [-0.062, -0.564, 0.390, 0.243, -0.515, 0.165, 0.190, 0.153], "homo_lumo_gap_ev": 10.17, "smiles": "C=NSC=O"}

***

# 10
{"formula": "C2H3NOS", "method": "ωB97M-V/def2-TZVPD", "species": ["C", "N", "O", "C", "S", "H", "H", "H"], "coordinates": [[-0.80, -1.12, -0.11], [0.49, -1.25, -0.13], [1.16, -0.06, -0.41], [0.56, 0.96, 0.11], [-1.48, 0.44, -0.26], [-1.48, -1.95, -0.06], [0.64, 1.13, 1.21], [0.91, 1.84, -0.35]], "nbo_charge": [-0.155, -0.154, -0.357, -0.016, 0.078, 0.238, 0.170, 0.195], "homo_lumo_gap_ev": 9.40, "smiles": "C1=NOCS1"}

***

# 11
{"formula": "C2H3NOS", "method": "ωB97M-V/def2-TZVPD", "species": ["C", "C", "H", "H", "H", "N", "O", "S"], "coordinates": [[-1.46, 0.35, -0.24], [1.59, -0.19, 0.10], [-2.41, 0.41, 0.48], [-0.72, 1.25, -1.06], [2.71, -0.30, 0.93], [-1.15, -0.83, 0.28], [1.05, 0.94, -0.21], [0.40, -1.62, -0.29]], "nbo_charge": [-0.099, 0.229, 0.235, 0.291, 0.201, -0.550, -0.582, 0.277], "homo_lumo_gap_ev": 8.88}

***

# 12
{"formula": "C2H3NOS", "method": "ωB97M-V/def2-TZVPD", "species": ["C", "C", "N", "O", "S", "H", "H", "H"], "coordinates": [[0.52, -0.84, 1.33], [-0.51, 0.02, -0.48], [-0.54, -0.60, 0.63], [-1.01, 1.86, -2.18], [-1.62, 0.77, -1.46], [0.64, -1.62, 2.08], [1.32, -0.30, 0.90], [1.20, 0.71, -0.82]], "nbo_charge": [-0.068, -0.040, -0.455, -0.718, 0.976, 0.194, 0.163, -0.052], "homo_lumo_gap_ev": [7.61, 7.16], "spin_multiplicity": 3}

***

# 13
{"formula": "C2H3NOS2", "method": "ωB97M-V/def2-TZVPD", "species": ["N", "C", "O", "C", "S", "S", "H", "H", "H"], "coordinates": [[0.36, -1.32, 0.86], [0.71, -0.21, 0.20], [1.83, 0.20, 0.13], [-0.39, 0.50, -0.51], [-1.86, -0.14, -0.77], [0.06, 2.06, -0.89], [-0.59, -1.64, 0.84], [1.06, -1.85, 1.38], [-1.19, 2.41, -1.24]], "nbo_charge": [-0.792, 0.582, -0.582, -0.416, 0.006, 0.245, 0.412, 0.413, 0.133], "homo_lumo_gap_ev": 8.06, "smiles": "NC(=O)C(=S)S"}

***

# 14
{"formula": "C2H3NOS2", "method": "ωB97M-V/def2-TZVPD", "species": ["S", "C", "N", "S", "C", "O", "H", "H", "H"], "coordinates": [[-1.69, 0.15, 1.60], [-0.54, 0.06, 0.49], [-0.19, 0.95, -0.51], [1.07, 0.32, -1.60], [1.44, -0.95, -0.40], [0.42, -0.92, 0.62], [-1.17, 1.33, -1.17], [2.37, -0.78, 0.08], [1.34, -1.95, -0.85]], "nbo_charge": [-0.065, 0.304, -0.753, 0.367, -0.234, -0.480, 0.446, 0.203, 0.212], "homo_lumo_gap_ev": 8.76, "smiles": "S=C1NSCO1"}

***

# 15
{"formula": "C2H3NOS2", "method": "ωB97M-V/def2-TZVPD", "species": ["C", "C", "H", "H", "H", "N", "O", "S", "S"], "coordinates": [[0.59, 0.28, 0.57], [0.11, 1.18, -0.66], [-1.77, -1.20, 0.08], [0.45, -1.61, 1.18], [-1.05, 2.17, -0.75], [0.14, -1.00, 0.45], [-0.97, -1.44, -0.38], [1.78, 0.60, 1.70], [0.72, 1.02, -2.17]], "nbo_charge": [0.014, -0.371, 0.471, 0.402, 0.243, -0.300, -0.522, -0.086, 0.149], "homo_lumo_gap_ev": 8.00}

***

# 16
{"formula": "C2H3NOS2", "method": "ωB97M-V/def2-TZVPD", "species": ["C", "C", "N", "O", "S", "S", "H", "H", "H"], "coordinates": [[0.84, -0.57, -1.35], [-1.35, 0.06, 1.09], [1.19, -1.72, -1.34], [0.86, 0.51, -1.76], [0.38, 0.24, 1.60], [-0.69, 1.77, 0.94], [-1.99, 0.17, 1.95], [0.01, 1.98, -0.30], [0.74, -2.43, -0.84]], "nbo_charge": [0.861, -0.746, -0.743, -0.533, 0.063, 0.335, 0.178, 0.181, 0.403], "homo_lumo_gap_ev": 8.11}

***

# 17
{"formula": "C2H3NP2", "method": "ωB97M-V/def2-TZVPD", "species": ["C", "N", "C", "P", "P", "H", "H", "H"], "coordinates": [[-0.62, 0.79, -0.38], [-0.47, 0.59, 0.86], [0.14, -0.60, 1.21], [0.78, -1.63, 0.01], [-0.04, -0.46, -1.57], [-1.24, 1.62, -0.58], [0.19, -0.56, 2.22], [1.26, 0.25, -1.78]], "nbo_charge": [-0.164, -0.419, -0.383, 0.308, 0.182, 0.205, 0.216, 0.055], "homo_lumo_gap_ev": 8.71, "smiles": "C1=NC=P#[PH]1"}

***

# 18
{"formula": "C2H3NP2", "method": "ωB97M-V/def2-TZVPD", "species": ["N", "C", "P", "C", "P", "H", "H", "H"], "coordinates": [[0.37, -3.39, 0.54], [0.32, -2.43, -0.09], [0.47, -0.60, -0.57], [0.33, 1.07, -0.47], [-1.23, 1.81, 0.05], [1.67, -0.70, -1.19], [-0.79, 3.02, 0.51], [-1.14, 1.21, 1.22]], "nbo_charge": [-0.272, -0.041, 0.670, -0.660, 0.351, 0.000, -0.018, -0.030], "homo_lumo_gap_ev": 8.46, "smiles": "N#C[PH]#CP"}

***

# 19
{"formula": "C2H3NP2", "method": "ωB97M-V/def2-TZVPD", "species": ["H", "N", "C", "C", "P", "P", "H", "H"], "coordinates": [[-1.62, 1.82, -0.24], [-1.07, 0.87, -0.37], [-0.13, 0.64, 0.43], [0.69, -0.50, 0.53], [0.86, -1.82, -0.59], [-0.20, -1.58, -2.30], [0.15, 1.41, 1.07], [1.30, -0.83, 1.48]], "nbo_charge": [0.364, -0.640, 0.055, -0.694, 0.328, 0.160, 0.173, 0.256], "homo_lumo_gap_ev": [6.38, 5.94], "smiles": "[H]/N=C/C=P#P"}

***

# 20
{"formula": "C2H3NS", "method": "ωB97M-V/def2-TZVPD", "species": ["C", "C", "N", "S", "H", "H", "H"], "coordinates": [[-1.96, 0.09, -1.31], [-0.90, 0.53, -0.90], [1.53, -0.78, 1.18], [0.42, 1.26, -0.26], [-2.87, -0.27, -1.67], [1.30, -0.26, 2.02], [2.49, -0.57, 0.94]], "nbo_charge": [-0.149, -0.316, -0.691, 0.262, 0.236, 0.330, 0.328], "homo_lumo_gap_ev": 6.39}

***

Let's list energy above the lowest of the compared OMol25 structures with the same formula, charge and spin in order: 27.96; 90.54; 40.47; 23.74; 104.97; 92.20; 114.70; 0.25; 33.64; 63.09; 122.67; 107.28; 3.14; 47.12; 118.66; 92.32; 13.50; 95.76; 59.66; 113.12 kcal per mole.
Let's list energy in order: -29376.7654; -29374.0516; -9749.6798; -9743.8830; -19043.0281; -20586.2080; -11798.3341; -22633.5563; -16493.7396; -16492.4626; -16489.8790; -16488.4297; -27330.6407; -27328.7335; -27325.6314; -27326.7737; -22188.2770; -22184.7101; -22186.2756; -14442.5637 eV.